No. 1
C32H29GaN2O4S2 | the ωB97M-V functional and the def2-TZVPD basis

Atoms and positions in Å:
C 4.901 1.569 -0.179
H -0.779 -6.813 -1.296
C -5.226 0.066 0.464
N -0.038 -2.184 -0.262
C -4.939 0.521 -3.213
C 0.152 -0.765 3.263
H 0.829 -1.798 -2.080
H -3.106 0.442 -4.349
H 0.376 0.835 -4.000
H -3.628 -1.269 3.810
H 0.814 -6.897 -0.556
H 0.662 -6.504 -2.272
H -6.292 0.193 0.614
H 1.401 5.407 2.530
C -0.410 -4.485 0.274
H 7.394 2.068 -1.125
C 4.632 2.196 -1.421
C 0.579 -3.911 -1.797
C 3.937 0.825 0.456
H -6.566 0.533 -1.830
C 0.127 -4.903 -0.938
C 0.479 -2.582 -1.423
C -0.323 -1.228 4.481
C -5.498 0.425 -1.971
H 1.216 -0.621 3.115
H 0.030 5.064 3.594
C 1.136 1.034 -2.034
H -2.067 -1.777 5.612
C -3.003 -0.338 1.287
H -1.673 0.027 -2.392
H -0.779 -5.203 0.995
C -2.741 0.138 -2.282
H -4.793 -0.269 2.508
H 6.789 3.500 -0.248
H -5.559 0.709 -4.079
S 1.157 2.594 2.690
H 1.609 2.107 -3.900
H 5.377 2.789 -1.927
H 1.012 -4.165 -2.756
C -3.546 0.371 -3.362
C -2.571 -1.107 3.644
O 1.781 0.002 0.585
C -3.292 0.042 -0.985
H 0.367 -1.452 5.286
H 0.003 2.355 -3.196
H 7.957 2.408 0.525
C -0.471 -3.136 0.570
H 4.142 0.379 1.419
C 0.794 1.623 -3.375
C -1.689 -1.406 4.668
H -0.098 6.381 2.386
C 0.314 5.398 2.596
C -4.400 -0.197 1.506
N -2.472 -0.194 0.088
C 2.650 0.669 -0.089
C -0.720 -0.473 2.219
C 0.131 3.252 1.586
O 6.091 1.668 0.449
C 3.398 2.031 -1.980
Ga -0.126 0.127 0.438
H -0.879 -2.799 1.513
H 3.212 2.509 -2.930
O 0.220 0.307 -1.559
C -2.089 -0.636 2.419
C 0.213 -6.359 -1.291
C 2.374 1.268 -1.370
C -4.690 0.179 -0.839
C 7.105 2.460 -0.147
S -0.653 2.458 0.261
O -0.242 4.541 1.600

Properties
* HOMO-LUMO gap: 7.45 eV
* E_HOMO: -0.273 Eh
* ΔE to the lowest compared entry with this formula, charge and spin: 23.4 kJ/mol
* multiplicity: 1

Atom charges from the Löwdin analysis, given in e for atoms 1 to 8:
1 C -0.264
2 H 0.086
3 C 0.005
4 N 0.063
5 C -0.081
6 C -0.108
7 H 0.110
8 H 0.103


No. 2
C3H9NOS2 | the ωB97M-V functional and the def2-TZVPD basis

Atoms and positions in Å:
C 0.616 -0.079 1.427
O -1.094 1.707 -2.179
H 1.670 -0.348 1.484
H -0.439 -3.177 0.461
H -1.969 -0.215 -0.167
S 0.600 -3.067 1.348
N -1.332 0.514 0.141
H 0.444 0.883 1.916
H 0.036 -0.871 -0.506
S -0.331 -1.412 2.263
H 0.808 2.045 -0.912
C 0.065 0.142 -0.076
H 1.672 0.513 -1.426
H -1.431 1.199 -0.749
C 0.966 0.983 -0.748
H -0.282 1.184 -2.275

Properties
* HOMO-LUMO gap: 6.02 eV
* E_HOMO: -0.322 Eh
* ΔE to the lowest compared entry with this formula, charge and spin: 587.7 kJ/mol
* multiplicity: 1

Atom charges from the Löwdin analysis, given in e for atoms 1 to 8:
1 C -0.496
2 O -0.284
3 H 0.056
4 H -0.180
5 H 0.071
6 S 0.332
7 N -0.007
8 H 0.083


No. 3
C5H7NO | the ωB97M-V functional and the def2-TZVPD basis

Atoms and positions in Å:
C 0.170 -0.296 -1.322
H 0.394 -1.759 -2.737
C 0.132 0.724 -0.359
H 1.637 -1.037 0.183
C 0.303 0.339 1.105
N 0.198 -0.845 -2.369
O 0.874 -1.754 0.259
H -0.882 -1.506 1.303
H -0.444 1.607 -0.625
H -0.198 1.008 1.807
H 0.604 -1.448 2.291
H 1.942 1.669 0.501
C 0.161 -1.168 1.324
C 1.532 0.669 0.368

Properties
* HOMO-LUMO gap: 8.26 eV
* E_HOMO: -0.284 Eh
* ΔE to the lowest compared entry with this formula, charge and spin: 488.3 kJ/mol
* multiplicity: 1

Atom charges from the Löwdin analysis, given in e for atoms 1 to 8:
1 C -0.056
2 H 0.118
3 C -0.226
4 H 0.074
5 C -0.284
6 N 0.267
7 O -0.150
8 H 0.119


No. 4
C21H18BrF3N4O2 | the ωB97M-V functional and the def2-TZVPD basis

Atoms and positions in Å:
C 0.853 0.018 1.041
C 2.271 0.584 3.252
C -1.702 -2.536 1.901
O 3.028 -1.696 0.224
C -0.567 -4.558 2.441
H 1.269 0.697 -0.964
H -0.340 4.267 -5.042
H 1.082 -0.967 1.490
H 0.279 -0.481 3.629
C -1.070 2.467 -0.183
N -0.920 -6.788 3.819
H -2.255 -3.757 3.555
C -1.603 2.960 -2.277
Br -3.228 -1.507 2.288
C -0.681 -5.789 3.252
C -0.661 0.010 0.577
H 1.117 -5.210 1.188
C -1.032 3.551 -4.589
H -1.554 -0.278 -2.005
H 0.157 1.153 4.352
H 1.009 2.012 2.035
C -1.405 0.746 -1.744
N 1.730 0.150 -0.133
C 2.745 -0.721 -0.477
C 0.763 0.485 3.650
F 4.234 0.949 -1.408
H 0.788 -3.116 -0.222
F 2.855 0.193 -2.752
C -1.899 3.988 -3.399
N -1.261 3.305 -1.071
C -1.591 -3.654 2.699
H 2.698 -0.414 3.028
O -0.934 -1.295 -0.004
C 3.606 -0.247 -1.721
C -1.041 1.075 -0.437
F 4.478 -1.213 -2.103
H -1.946 5.022 -3.058
H -0.564 2.643 -4.532
C -0.831 -2.373 0.809
C 1.144 0.945 2.198
C 0.386 -4.400 1.462
C -2.553 3.772 -4.757
H -3.062 2.887 -4.844
C 0.160 -3.288 0.661
H 2.737 1.199 3.898
H -1.268 0.223 1.518
H -0.813 2.708 0.853
H -2.886 4.568 -5.476
N -1.723 1.711 -2.620

Properties
* HOMO-LUMO gap: 9.68 eV
* E_HOMO: -0.354 Eh
* ΔE to the lowest compared entry with this formula, charge and spin: 228.1 kJ/mol
* multiplicity: 1

Atom charges from the Löwdin analysis, given in e for atoms 1 to 8:
1 C -0.223
2 C -0.040
3 C -0.573
4 O 0.079
5 C -0.232
6 H 0.185
7 H 0.099
8 H 0.136


No. 5
C36H48ClN3O3P2RbSb | the ωB97M-V functional and the def2-TZVPD basis

Atoms and positions in Å:
H 4.878 -1.626 0.613
C -2.163 -1.541 2.935
H 1.986 3.445 4.687
H -4.876 -3.284 -1.108
H 6.047 0.216 -2.342
N 3.119 2.318 3.318
C 4.298 2.641 -3.800
C -2.876 3.228 0.122
O 2.419 -1.437 -1.287
C -1.123 -2.558 -0.595
H 4.644 2.178 -4.729
H 2.931 0.056 -4.936
C -1.845 -3.284 4.593
C -1.525 -3.507 -1.536
C -4.317 5.456 1.064
Rb 0.943 0.416 -0.316
H -1.979 3.225 2.070
H -4.149 -1.588 0.547
H -4.832 1.300 -0.548
C -1.391 -2.563 3.496
H 4.718 0.583 2.081
H -2.668 1.194 2.033
C -2.871 -3.778 -1.714
H -3.241 5.169 2.901
C -2.461 0.080 -2.616
H 4.615 -5.141 -0.694
C -3.257 -0.702 -3.448
O 3.291 -0.320 0.894
H 1.799 -0.647 -3.743
C -3.391 -1.239 3.517
C 4.415 2.220 3.989
C -4.632 -0.724 -3.266
H 3.572 -0.459 2.942
N 3.594 -3.362 -1.018
C -3.818 -3.088 -0.959
H 1.517 0.993 -4.380
C 3.197 -2.130 -0.635
H -1.405 2.471 -3.030
H 4.407 2.897 4.839
H 3.494 -2.284 1.497
H -5.259 -1.326 -3.916
C 3.084 -3.935 -2.264
C -3.076 -2.975 5.164
C -3.007 0.843 -1.581
C -2.059 -1.878 0.180
H -0.426 -2.799 3.052
H 1.384 3.433 3.018
H 5.473 -3.733 -0.082
H 5.246 2.506 3.340
C -4.388 0.772 -1.383
H 5.351 -0.285 -3.901
H -5.218 5.484 -0.888
C 5.157 -0.194 -2.828
H -3.994 -0.449 3.081
H 4.068 -4.382 0.793
C 2.723 1.424 2.384
C -3.845 -1.951 4.625
H -0.784 -4.022 -2.138
H 5.139 3.142 -3.311
H 4.960 -1.191 -2.419
H -3.431 -3.529 6.026
H 2.544 -4.861 -2.059
C -1.179 2.877 -2.048
H -1.384 0.084 -2.774
C 2.283 0.274 -4.082
C 3.676 0.258 2.118
C 2.274 3.467 3.633
C -5.194 0.015 -2.228
Cl 0.646 2.830 -1.899
P -1.853 1.794 -0.468
H -3.188 -4.507 -2.452
N -2.653 0.602 1.206
H 4.599 1.218 4.377
H 3.909 -4.148 -2.946
H -3.962 3.539 -1.709
H -4.806 -1.707 5.066
C -3.414 -2.146 -0.026
C -4.508 4.991 -0.234
H -0.063 -2.350 -0.476
H -1.240 -4.083 5.010
H 2.813 4.396 3.433
H -2.801 -1.295 -4.233
C -3.408 4.811 1.890
C -3.795 3.891 -0.696
P -1.521 -0.631 1.455
O 1.656 1.475 1.786
H 3.533 3.387 -4.030
H -4.876 6.311 1.429
C -2.700 3.708 1.418
H 2.411 -3.226 -2.730
Sb 3.471 1.125 -2.511
C 3.784 -1.615 0.680
C 4.485 -4.185 -0.197
H -6.266 -0.013 -2.062
H -1.438 3.930 -2.037

Properties
* HOMO-LUMO gap: 5.53 eV
* E_HOMO: -0.214 Eh
* ΔE to the lowest compared entry with this formula, charge and spin: 156.6 kJ/mol
* multiplicity: 1

Atom charges from the Löwdin analysis, given in e for atoms 1 to 8:
1 H 0.141
2 C -0.366
3 H 0.095
4 H 0.105
5 H -0.001
6 N -0.133
7 C -0.346
8 C -0.360


No. 6
C33H33AuGeN2S2 | the ωB97M-V functional and the def2-TZVPD basis

Atoms and positions in Å:
C -2.689 -0.940 -3.895
S -2.267 -0.937 -1.262
N 0.207 0.937 -2.422
C -1.614 0.331 -5.618
C 1.336 -0.978 3.712
H 2.551 2.531 1.116
C 1.767 1.776 1.029
H 3.385 -0.630 4.169
H 0.056 1.503 -4.988
H -4.737 -1.930 3.132
C -2.597 -0.564 -5.221
C -4.010 -2.581 2.667
C -3.158 -4.787 2.252
H -1.903 6.042 3.216
C 0.224 2.397 -2.252
C 3.116 -1.120 2.088
C -2.151 -4.252 1.460
H 0.992 -0.797 4.722
H 5.963 -1.027 0.226
H 5.186 -0.716 2.537
C 0.800 -1.581 1.419
C 2.185 -1.474 1.080
S -2.526 2.576 -0.050
H -4.875 -4.373 3.461
C -3.001 -2.043 1.882
H 0.294 -2.875 -2.088
H 1.481 1.422 2.019
H -2.948 -0.969 1.744
C 4.486 -0.973 1.752
C -1.530 3.479 0.993
C -0.125 3.306 1.082
H 4.337 -1.621 -1.557
C -4.086 -3.953 2.851
C -1.813 -0.436 -2.932
H -3.465 -1.629 -3.584
C -1.413 5.287 2.620
H 0.683 2.896 -3.117
H 1.952 0.900 -3.645
N 0.572 2.283 0.312
H -0.967 -3.962 -1.505
C -0.035 5.124 2.674
H -0.808 2.740 -2.179
Au -0.728 0.422 -0.207
H 1.058 3.912 -0.978
C 0.404 -1.329 2.712
H -0.638 -1.425 2.988
C 0.595 4.144 1.913
Ge -0.616 -2.178 0.188
H 1.666 4.048 1.993
C 4.916 -1.143 0.470
C 2.670 -1.654 -0.240
H 2.169 0.942 0.460
C 1.530 0.405 -2.763
H -3.296 -0.967 -5.940
C -0.078 -3.405 -1.214
H -1.435 -4.919 0.995
H 1.975 -1.914 -1.024
C 3.993 -1.485 -0.540
H 2.061 2.488 -1.148
C -0.802 0.451 -3.338
H -1.533 0.637 -6.651
H 1.435 -0.658 -2.979
H -3.219 4.568 1.721
H 0.563 5.756 3.316
H 2.221 0.521 -1.929
C -2.145 4.468 1.792
H 0.693 -4.092 -0.866
C -0.727 0.822 -4.678
C -2.059 -2.874 1.274
H -3.219 -5.858 2.395
C 1.031 2.821 -1.023
C 2.660 -0.885 3.406

Properties
* HOMO-LUMO gap (alpha / beta): 7.81 / 5.41 eV
* E_HOMO (alpha / beta): -0.388 / -0.386 Eh
* charge: +1
* ΔE to the lowest compared entry with this formula, charge and spin: 10.2 kJ/mol
* multiplicity: 2

Atom charges from the Löwdin analysis, given in e for atoms 1 to 8:
1 C -0.117
2 S 0.684
3 N -0.235
4 C -0.057
5 C -0.063
6 H 0.095
7 C -0.068
8 H 0.120


No. 7
C26H47BN2O2S | the ωB97M-V functional and the def2-TZVPD basis

Atoms and positions in Å:
H -0.509 1.431 2.627
H -0.460 4.657 4.621
C -0.525 -4.900 -3.918
H -4.174 3.266 1.420
H -2.040 -3.464 -3.544
H 3.385 -5.998 -4.715
O 2.698 -1.580 -1.825
C -4.105 3.962 2.262
C -1.534 -4.334 -3.156
H -1.399 -6.458 -0.494
C 2.341 0.473 1.102
C 1.298 -6.557 -4.314
H 2.733 0.328 2.111
C 0.943 -0.635 -0.709
C -0.148 -6.577 -2.223
H 2.179 -3.934 -2.605
H 1.772 1.406 1.130
B 2.702 -4.964 -2.866
H -4.241 3.827 4.423
N 2.087 -0.451 -1.656
C -1.285 3.964 4.790
S 3.702 -5.778 -1.582
C -0.381 2.165 3.422
H -3.226 5.740 4.089
H 0.930 -6.711 -5.325
H 0.555 2.698 3.249
H -4.994 2.503 3.571
H -0.181 -1.883 -2.086
H 4.983 1.296 -2.079
C -4.124 3.163 3.563
C -1.561 3.127 3.526
H 4.875 -0.454 -1.980
H 2.056 1.990 -2.698
H -0.690 -2.013 -0.403
H -1.934 6.052 0.571
H -4.988 4.603 2.205
H -0.254 -4.486 -4.878
N -1.617 4.006 2.317
C -2.853 2.326 3.703
H 3.306 2.744 -1.714
H 4.047 0.404 -3.283
C 3.080 0.618 -1.348
H 2.206 -4.733 -4.961
H 4.088 1.485 0.339
O -1.377 3.309 1.254
C 1.434 -0.700 0.736
C 0.177 -1.911 -1.055
H 0.572 -0.728 1.407
H -1.029 0.214 -0.390
H -1.932 6.501 3.156
H -3.621 6.750 2.731
C 2.507 2.003 -1.705
C 2.474 -5.563 -4.306
H 4.178 -0.262 0.284
H 0.777 -2.811 -0.929
H 0.211 1.423 -0.342
C -2.828 5.444 0.713
H -1.003 3.309 5.614
H -2.607 -4.461 -1.320
H 1.766 2.367 -0.997
H 0.418 -7.443 -1.911
H -0.284 1.611 4.355
C -2.904 6.011 3.086
H -3.700 6.087 0.593
C 3.506 0.587 0.121
H 3.366 -7.062 -1.774
C -0.083 0.505 -0.845
H -0.279 0.733 -1.894
H 1.605 -7.521 -3.912
H -2.837 1.841 4.681
H -2.863 4.695 -0.075
C -1.162 -6.020 -1.450
C 0.180 -6.011 -3.453
H -2.144 4.532 5.138
C 4.316 0.446 -2.227
H -2.881 1.522 2.960
H 1.980 -1.636 0.897
C -2.851 4.822 2.106
C -1.826 -4.901 -1.926

Properties
* HOMO-LUMO gap (alpha / beta): 8.92 / 9.12 eV
* E_HOMO (alpha / beta): -0.302 / -0.328 Eh
* multiplicity: 3

Atom charges from the Löwdin analysis, given in e for atoms 1 to 8:
1 H 0.068
2 H 0.093
3 C -0.043
4 H 0.126
5 H 0.103
6 H 0.094
7 O -0.032
8 C -0.134


No. 8
C9H11NO5Ti | the ωB97M-V functional and the def2-TZVPD basis

Atoms and positions in Å:
O 1.856 0.879 -3.113
C -1.666 1.074 0.496
O -2.519 1.428 1.197
C -1.632 0.129 -1.986
H -1.002 -2.167 1.997
O 0.183 -1.381 0.487
H -0.111 5.017 -2.518
C 0.741 1.948 0.217
C -1.152 4.838 -2.211
O 1.225 2.872 0.723
H -3.039 3.984 -2.679
C 0.759 -3.787 3.086
H 2.141 -3.181 0.177
C -0.033 -2.169 1.478
Ti -0.122 0.223 -0.585
C 1.163 0.637 -2.214
H 1.641 -4.412 3.185
O -2.506 0.035 -2.744
N 0.929 -2.968 1.899
C -2.009 4.176 -2.997
C 2.233 -2.944 1.240
H -1.451 5.212 -1.220
H 0.653 -3.168 3.986
H 2.702 -1.956 1.340
H -1.701 3.784 -3.972
H 2.861 -3.686 1.735
H -0.139 -4.413 2.998

Properties
* HOMO-LUMO gap (alpha / beta): 6.10 / 5.09 eV
* E_HOMO (alpha / beta): -0.562 / -0.562 Eh
* charge: +2
* multiplicity: 3

Atom charges from the Löwdin analysis, given in e for atoms 1 to 8:
1 O 0.232
2 C -0.043
3 O 0.234
4 C -0.019
5 H 0.183
6 O -0.164
7 H 0.055
8 C -0.021